(1)
Entry from the OMol25 dataset: C36H43N5OPPdS2 as an isolated structure (the ωB97M-V functional and the def2-TZVPD basis).

```
89
Properties=species:S:1:pos:R:3:forces:R:3
Pd 0.140274 0.341877 0.695547 -1.400 0.534 -0.403
S -0.652240 -7.258559 -0.585803 0.156 1.044 0.247
N -1.443870 -6.270247 0.411943 -0.478 0.032 0.451
C -0.850775 -5.084244 0.406036 0.469 -0.991 -0.691
C -1.248170 -3.922661 1.140068 0.024 0.835 0.284
C -2.309401 -3.915233 2.049007 0.111 0.260 -0.041
C -2.640337 -2.731961 2.675981 0.019 -0.144 -0.148
C -1.941129 -1.574069 2.337329 -0.058 0.012 0.196
N -0.925475 -1.575462 1.495147 0.298 0.165 -0.456
C -0.532008 -2.724384 0.920361 -0.826 -0.402 0.512
C 0.642595 -2.698553 0.064419 0.715 -0.237 -0.620
N 1.316292 -1.535959 -0.062005 -0.332 -0.084 0.049
C 2.364969 -1.483759 -0.866400 0.063 0.106 0.085
C 2.843653 -2.584604 -1.567271 -0.098 -0.255 -0.026
C 2.185669 -3.790298 -1.445085 -0.077 0.267 0.137
C 1.057299 -3.858568 -0.624605 0.176 0.759 0.070
C 0.277569 -5.050832 -0.466406 -0.726 -0.972 0.218
N 0.474768 -6.213752 -1.072154 0.570 0.067 -0.364
H -2.838924 -4.837771 2.235234 -0.076 -0.031 0.053
H -3.437934 -2.686803 3.400279 -0.080 0.023 0.028
H -2.199494 -0.614037 2.771915 0.023 -0.067 -0.024
H 2.850972 -0.518815 -0.953898 0.038 0.015 0.056
H 3.713416 -2.478763 -2.193263 0.103 0.001 -0.098
H 2.501520 -4.680906 -1.965236 0.087 -0.060 -0.091
C -3.105798 -0.232269 -3.527891 0.049 0.177 0.062
C -2.518157 -0.090120 -2.131283 0.321 0.468 0.197
C -3.577883 -0.362851 -1.064140 0.018 0.111 0.039
C -1.422445 -1.136957 -1.928617 0.227 0.203 0.203
P -1.766527 1.657006 -1.703451 -1.078 0.071 -1.740
N -0.876271 1.632959 -0.411876 1.398 -1.092 1.873
C -3.193600 2.917625 -1.408128 0.389 -0.357 -0.062
C -4.278445 2.896194 -2.479407 0.102 -0.104 -0.009
C -2.568469 4.309835 -1.333467 0.130 -0.033 -0.051
C -3.798226 2.629259 -0.030453 0.065 -0.147 0.136
C -0.588935 2.233493 -3.112636 -0.288 -0.119 0.355
C 0.301153 1.041409 -3.464646 -0.084 -0.045 0.093
C 0.339176 3.309695 -2.546231 -0.011 -0.001 0.181
C -1.308739 2.748951 -4.351864 -0.040 -0.048 0.101
H -3.506679 -1.240130 -3.632779 -0.063 -0.108 -0.012
H -2.347189 -0.101525 -4.294716 0.022 -0.007 -0.108
H -3.912186 0.469523 -3.710126 -0.117 0.071 -0.102
H -3.862887 -1.414419 -1.088168 0.044 -0.123 -0.055
H -4.481914 0.212219 -1.233329 -0.077 0.083 0.071
H -3.174358 -0.141122 -0.072767 -0.154 -0.036 0.026
H -1.872779 -2.110226 -1.730148 -0.123 -0.056 0.034
H -0.820367 -0.841982 -1.060484 -0.134 -0.347 -0.402
H -0.778132 -1.252126 -2.793794 0.098 0.027 -0.026
H -3.871948 3.065341 -3.472415 -0.038 0.015 -0.128
H -4.992192 3.693517 -2.271519 -0.040 0.077 0.037
H -4.831714 1.960387 -2.480679 -0.049 -0.044 -0.026
H -2.211503 4.655631 -2.298084 0.098 0.038 -0.080
H -1.752733 4.318184 -0.613844 0.103 0.115 0.028
H -3.323544 5.021961 -1.001896 -0.096 -0.010 0.047
H -4.566607 1.864492 -0.067020 -0.008 -0.067 0.037
H -4.266130 3.533197 0.356885 -0.011 0.105 -0.022
H -3.020028 2.322670 0.669227 -0.063 0.040 0.113
H 0.715857 0.607116 -2.551646 0.059 -0.109 -0.091
H 1.129165 1.376129 -4.088745 0.048 0.113 -0.036
H -0.235450 0.284126 -4.025603 -0.023 -0.148 -0.026
H 0.749548 2.982088 -1.590512 0.046 0.098 -0.042
H -0.161607 4.259949 -2.403849 -0.023 0.107 0.063
H 1.161888 3.471592 -3.242694 0.024 -0.012 -0.113
H -2.013939 2.019389 -4.740805 -0.084 -0.007 -0.124
H -0.574961 2.958993 -5.130271 0.066 0.000 -0.066
H -1.838141 3.675431 -4.145049 -0.063 0.056 -0.055
O 0.707204 0.225411 3.059073 -0.710 0.434 -0.113
S 1.865464 -0.702647 3.081862 1.676 0.232 0.268
C 3.085031 0.081296 1.969782 -0.101 -0.093 0.108
C 4.307530 -0.536892 1.761051 -0.072 -0.038 -0.013
C 5.265959 0.091947 0.984487 -0.023 -0.003 -0.020
C 4.990867 1.321635 0.401809 -0.021 0.001 -0.042
C 3.751283 1.916091 0.579903 -0.076 -0.136 0.045
C 2.784114 1.294797 1.365020 -0.196 0.310 0.473
C 2.783906 -0.303919 4.602861 -0.289 -0.241 -0.088
C 3.819461 -1.126221 5.014121 -0.048 -0.084 -0.104
C 4.495863 -0.825631 6.183905 0.067 -0.076 -0.003
C 4.118516 0.269952 6.944070 0.017 0.024 0.017
C 3.063437 1.069137 6.536757 0.027 -0.051 -0.010
C 2.392211 0.785098 5.358221 -0.158 0.032 -0.197
H 4.517809 -1.495107 2.215695 0.051 -0.054 0.008
H 6.231131 -0.370486 0.843501 0.073 -0.047 -0.018
H 5.749214 1.823435 -0.180462 0.043 0.017 -0.069
H 3.542323 2.876718 0.134249 -0.045 0.079 -0.042
H 1.837717 1.811913 1.587347 0.480 -0.229 -0.059
H 4.090431 -1.993393 4.428607 0.054 -0.111 0.029
H 5.308742 -1.455272 6.513717 0.052 -0.056 -0.004
H 4.644422 0.494605 7.860378 0.016 0.006 0.056
H 2.757812 1.905000 7.144665 -0.048 0.141 0.029
H 1.564006 1.386263 5.017159 -0.112 0.108 0.007
```
Forces are in eV/Å.

Properties
- ⟨S²⟩: 2.0129
- Charge: +1
- Multiplicity: 3
- HOMO energy (alpha / beta): -10.8121 / -10.4994 eV
- Molecular weight: 763.3 g/mol
- LUMO (alpha / beta): -3.132 / -3.460 eV



(2)
Entry from the OMol25 dataset: C45H26BiCl2I4N4S4Sb as an isolated structure (the ωB97M-V functional and the def2-TZVPD basis).

```
87
Properties=species:S:1:pos:R:3:forces:R:3
Bi 0.106697 0.884143 0.475943 0.037 0.114 -0.385
I 3.990984 -8.625734 0.296763 -0.002 -0.069 -0.006
C 3.243180 -6.675932 0.368747 -0.023 0.077 0.050
C 2.757335 -6.158551 1.558781 -0.066 0.107 -0.045
C 2.310861 -4.845484 1.611453 0.107 -0.018 0.092
C 2.354059 -3.985455 0.498713 -0.103 0.085 0.078
C 2.736400 -4.598949 -0.712502 -0.054 -0.061 -0.104
C 3.203986 -5.903103 -0.780004 -0.074 0.146 0.023
C 1.908381 -2.580083 0.535429 -0.089 -0.293 0.394
C 1.086151 -2.095082 1.680649 -0.020 -0.101 -0.397
C 1.303379 -2.288905 2.992485 -0.110 0.109 0.175
C 0.222857 -1.595419 3.752544 0.137 0.269 0.051
C -0.690102 -1.125413 2.636751 -0.006 0.041 0.015
C -1.920639 -0.456581 2.758087 -0.184 0.172 -0.167
C -2.563543 -0.236191 4.076097 0.059 -0.101 0.086
C -2.727888 -1.267565 5.001097 -0.135 -0.112 0.017
C -3.302015 -1.055977 6.247734 0.051 0.039 -0.080
C -3.740760 0.215560 6.577205 0.022 0.041 -0.090
I -4.608128 0.553616 8.451718 -0.019 0.008 0.036
C -3.616502 1.263180 5.676258 0.035 -0.081 -0.024
C -3.029154 1.029899 4.440838 0.030 0.086 -0.006
C -2.610457 0.019092 1.600881 0.005 -0.168 0.435
N -2.057993 0.181413 0.389135 -0.061 0.168 -0.404
C -3.056296 0.534026 -0.522275 0.073 -0.135 0.404
C -2.844322 0.736355 -1.879278 -0.102 -0.031 -0.512
C -3.948781 0.352600 -2.841769 0.205 0.044 0.172
C -5.211674 -0.103733 -2.422653 -0.099 -0.011 -0.085
C -6.233084 -0.423069 -3.306911 0.151 0.008 0.107
C -5.999487 -0.374615 -4.668715 0.030 0.021 -0.002
I -7.535381 -0.800273 -6.015007 -0.067 -0.040 -0.061
C -4.725662 -0.100672 -5.128266 0.083 -0.001 0.111
C -3.724860 0.228260 -4.223397 -0.013 -0.014 -0.039
C -1.573315 1.180541 -2.415058 0.108 0.008 0.092
C -1.314363 1.806205 -3.649854 -0.071 0.007 0.047
C 0.048295 2.034268 -3.736934 0.118 -0.030 -0.009
C 0.630956 1.554715 -2.547563 0.259 0.026 -0.064
N -0.361967 1.097845 -1.745891 -0.361 -0.213 0.146
C 2.079610 1.323967 -2.310243 -0.107 0.454 -0.225
C 2.469962 0.144362 -1.692637 0.219 -0.299 0.127
C 3.686961 -0.665325 -1.931867 -0.250 0.316 -0.162
C 3.553207 -1.807535 -1.251723 -0.157 -0.123 0.344
C 2.300172 -1.712559 -0.465716 0.097 0.277 -0.411
N 1.685605 -0.541784 -0.809517 0.203 -0.250 0.193
C 3.066299 2.311614 -2.818284 -0.180 -0.102 0.090
C 4.451467 2.202103 -2.595473 0.062 0.013 0.035
C 5.365811 3.138206 -3.057119 -0.121 -0.069 0.035
C 4.916689 4.263443 -3.726909 -0.023 -0.021 0.019
I 6.282227 5.681071 -4.430000 0.040 0.036 -0.025
C 3.556833 4.473397 -3.873938 -0.041 -0.110 0.050
C 2.661270 3.520261 -3.412203 -0.007 0.068 -0.064
C -4.288772 0.638596 0.231478 0.181 0.056 0.002
C -4.014740 0.354319 1.523318 0.024 -0.062 0.184
N -0.101436 -1.342787 1.459314 0.324 -0.153 -0.213
H 2.716581 -6.772622 2.448740 0.022 0.007 0.012
H 1.908221 -4.476711 2.542745 0.075 -0.084 -0.048
H 2.608795 -4.061897 -1.641998 0.076 0.041 0.029
H 3.498027 -6.319348 -1.734506 0.008 0.007 -0.005
H 2.164925 -2.741225 3.457735 -0.052 0.083 0.014
H -0.243603 -2.188764 4.535270 -0.092 -0.065 -0.004
H -2.436902 -2.274765 4.730484 0.062 -0.004 -0.011
H -3.409787 -1.876117 6.945159 -0.014 0.003 -0.009
H -3.944957 2.260425 5.937987 0.002 -0.019 -0.004
H -2.892359 1.856877 3.752845 -0.024 -0.034 -0.017
H -5.403452 -0.277201 -1.381007 -0.085 0.006 -0.099
H -7.191262 -0.745203 -2.921265 0.004 0.019 0.004
H -4.491745 -0.166886 -6.182515 0.005 0.019 0.007
H -2.727588 0.327370 -4.607583 0.060 0.101 -0.049
H -2.040072 2.133432 -4.373485 -0.017 -0.062 -0.040
H 0.567323 2.426506 -4.595099 -0.010 0.011 0.008
H 4.485783 -0.444559 -2.618594 0.013 0.090 0.002
H 4.287500 -2.595045 -1.189199 -0.098 -0.054 -0.041
H 4.840636 1.405716 -1.985862 0.006 -0.055 0.033
H 6.420587 2.997442 -2.858822 -0.016 -0.002 0.002
H 3.184106 5.383989 -4.325022 -0.002 -0.014 0.018
H 1.612213 3.758042 -3.468299 -0.016 -0.009 -0.029
H -5.230583 1.002984 -0.139265 0.046 0.040 0.066
H -4.705507 0.366256 2.350871 0.035 0.024 0.017
S 1.421472 4.887479 3.624193 0.025 -0.010 -0.024
Sb -0.025556 3.115335 3.501492 -0.166 0.153 0.060
S 1.710866 1.120913 3.368475 -0.146 -0.052 -0.001
S -1.087110 3.196319 1.283208 0.088 -0.158 0.322
S 0.846250 -0.139417 4.735858 -0.075 -0.098 -0.006
Cl 2.093332 3.993671 0.075190 0.131 -0.070 -0.086
C 3.552360 3.819060 1.049190 -0.007 -0.082 -0.018
Cl 4.090004 2.122065 1.174360 0.010 0.098 -0.210
H 3.291300 4.161353 2.045835 -0.003 0.031 0.113
H 4.351894 4.388244 0.593171 0.041 0.009 -0.036
```
Forces are in eV/Å.

Properties
- Charge: -2
- HOMO energy (alpha / beta): -1.8280 / -1.7708 eV
- Molecular weight: 1660.3 g/mol
- LUMO (alpha / beta): 2.828 / 2.810 eV



(3)
Entry from the OMol25 dataset: a 15-piece molecular cluster, C3H37NO15S overall (the ωB97M-V functional and the def2-TZVPD basis).

```
57
Properties=species:S:1:pos:R:3:forces:R:3
C 2.043705 -1.406959 0.118926 0.407 1.379 3.376
C 2.784880 -2.411250 1.035624 -0.943 -0.794 -0.953
S 3.118772 -3.881804 -0.038324 1.121 1.635 -0.829
N 2.129823 -0.110592 0.940035 -1.394 -0.674 0.440
C 1.933046 1.161256 0.333844 -1.645 -0.803 -0.439
O 0.568057 1.490532 0.007381 2.867 -0.695 -5.578
H 1.011443 -1.809651 -0.105526 1.137 0.741 -0.212
H 2.723176 -1.183538 -0.664890 -0.136 -0.090 -1.430
H 3.555986 -1.955595 1.674181 0.274 -0.314 -0.945
H 2.096188 -2.871422 1.711089 -0.701 0.011 0.751
H 3.579714 -3.056117 -1.091515 -0.389 -1.278 1.010
H 1.536459 -0.157309 1.801790 0.621 -0.108 -1.014
H 2.282766 1.250273 -0.673787 1.628 -0.280 -0.146
H 2.237818 1.938981 0.993562 0.789 0.602 0.435
H 0.044918 1.564156 0.701386 -3.761 0.332 5.596
H -1.991991 -0.388545 -1.601617 0.637 1.104 -0.025
H -2.582172 -1.616993 -1.318489 -0.054 0.088 1.433
O -2.386183 -0.777848 -0.819530 -0.201 -1.352 -1.372
H -2.517221 2.332741 0.753619 -2.376 -0.136 -1.060
H -3.283989 2.142372 -0.620261 -0.069 0.069 -0.368
O -3.458884 2.225595 0.315472 2.255 1.222 0.830
H 1.653946 -0.308968 -2.942393 -2.023 1.278 0.198
H 2.955258 -0.160853 -3.813392 -0.544 -0.106 0.350
O 2.505894 -0.633109 -3.096620 3.304 -1.318 -0.714
H -0.092234 1.210971 -2.872488 1.593 -2.902 1.988
H 0.177892 0.482383 -1.471316 -0.148 1.075 3.931
O 0.228096 0.310331 -2.362063 -1.653 2.397 -5.458
H -1.114885 -0.338464 3.304185 0.452 -0.425 -1.036
H -0.775641 -0.580287 1.803423 -2.273 -2.743 -4.503
O -0.476345 -0.205642 2.536167 2.654 2.893 6.138
H -0.378109 -1.864475 -4.397642 0.822 -1.583 -1.259
H -0.303795 -0.740975 -3.502381 -0.409 0.315 0.582
O -0.953199 -1.249631 -4.003536 -0.948 0.549 0.305
H -2.329685 -3.044829 -2.829529 -0.307 0.581 -1.551
H -1.179601 -3.654614 -2.102795 0.617 -0.086 0.043
O -2.093407 -3.410066 -2.000426 -0.382 -0.427 1.390
H 4.083528 0.746138 1.852768 -0.019 -0.982 -0.392
H 4.710048 1.931458 1.400148 0.618 1.481 -0.280
O 4.777552 1.006825 1.230360 -0.247 -0.457 0.574
H -3.530935 1.062709 1.698303 -0.067 -1.140 -0.745
H -2.983100 -0.029370 0.701126 -0.553 0.331 0.657
O -3.256590 0.124054 1.632721 -0.271 0.539 0.889
H -2.057975 -2.017228 1.247326 0.478 0.941 -1.812
H -2.603675 -2.940315 2.148783 1.208 2.668 1.055
O -2.143018 -1.992286 2.184075 -1.909 -5.532 0.124
H -0.713663 4.871236 -0.271004 0.197 0.091 0.582
H -0.825954 3.238096 -0.191566 0.054 2.557 -1.089
O -0.934407 4.085470 -0.760092 -0.063 -2.711 0.275
H -1.387391 1.184281 2.369306 0.984 1.486 -0.804
H -0.789962 2.737337 2.369737 0.054 0.067 0.742
O -1.193647 2.047400 1.853408 -1.090 -0.133 -0.143
H 0.290801 3.205332 -2.313018 1.140 -0.211 0.525
H 1.720302 2.341252 -2.382563 -1.099 0.700 0.258
O 1.055076 2.890542 -2.840793 -0.165 -0.004 -0.757
H -1.967387 -1.598377 4.375524 -1.714 1.408 -0.782
H -3.096640 -0.485111 3.643797 1.581 -1.608 0.761
O -2.403459 -0.699499 4.349489 0.062 0.353 0.458
```
Forces are in eV/Å.

Properties
- HOMO energy: -9.0562 eV
- Molecular weight: 359.4 g/mol
- LUMO: -0.033 eV



(4)
Entry from the OMol25 dataset: a 2-piece molecular cluster, C8H18N2OS overall (the ωB97M-V functional and the def2-TZVPD basis).

```
30
Properties=species:S:1:pos:R:3:forces:R:3
C 2.617508 -1.077266 -0.315095 0.336 0.409 0.644
C -0.364687 -1.947724 0.903712 2.667 -0.649 1.409
C -2.567419 0.091099 -1.145808 0.281 -1.397 0.910
C -3.036769 -2.250117 -0.319218 -0.850 0.926 -0.531
C 2.981727 2.380967 -0.837100 -2.874 -0.333 -0.293
C 1.608321 1.664824 1.356135 -0.100 0.674 0.505
C -1.936998 -1.258654 -0.745876 0.749 -0.268 -1.818
C 1.657407 2.038685 -0.109842 -0.167 -2.286 -1.425
N 1.780740 -0.699711 -1.146556 -1.222 -0.518 -1.562
N -0.856202 -1.026604 0.236173 -0.855 0.148 -0.051
O 0.744199 1.204926 -2.552330 0.227 -0.735 1.359
S 0.753406 0.625322 -1.157229 1.438 2.298 -1.162
H 3.042177 -0.462521 0.430563 0.308 0.962 1.091
H 2.964299 -2.077903 -0.261122 0.381 -1.125 -0.594
H -0.638923 -2.973468 0.944053 -0.908 -1.131 -0.388
H 0.643308 -1.868605 1.497253 -1.893 0.747 -0.712
H -1.839505 0.735716 -1.510641 1.514 1.327 -0.289
H -3.106967 -0.132566 -2.006766 -1.573 -0.258 -1.419
H -3.182768 0.609192 -0.427161 -0.177 -0.185 0.495
H -2.863532 -3.288123 -0.352347 0.992 -1.330 -0.429
H -4.008944 -2.150719 -0.893561 1.160 0.411 0.698
H -3.182743 -2.081428 0.730178 -0.653 0.407 0.640
H 3.687439 1.594291 -0.788374 0.425 -1.267 -0.531
H 2.709003 2.744614 -1.845970 0.594 -0.449 0.456
H 3.455008 3.105065 -0.283923 1.019 2.360 1.117
H 2.470020 1.114914 1.663141 0.853 -0.311 0.157
H 0.773186 0.973566 1.549894 -0.081 0.598 0.111
H 1.587011 2.575224 2.020305 -0.314 -0.886 -0.631
H -1.365686 -1.610283 -1.752648 -1.223 0.567 2.302
H 0.824049 2.665558 -0.345378 -0.051 1.294 -0.056
```
Forces are in eV/Å.

Properties
- HOMO energy: -7.9746 eV
- Molecular weight: 190.3 g/mol
- LUMO: 0.494 eV



no.,maximum force (eV/Å)
1,2.580
2,0.523
3,7.286
4,3.085